The following is a DFT calculation (ωB97M-V/def2-TZVPD) of 10 unconnected molecules or ions with the total composition C3H25NO11S.

Values from the calculation:
- E_HOMO (spin up / spin down) (eV) = -14.0 / -13.5

Structure (ORCA input):
```
! wB97M-V def2-TZVPD RIJCOSX def2/J DEFGRID3
* xyz 1 2
O -1.2326 -0.9943 0.3047
C -1.2735 -0.4584 1.3920
O -2.0958 -0.7457 2.3509
C -0.1910 0.5807 1.8249
C 0.3382 0.0595 3.1691
S 1.8878 0.7698 3.7354
N 0.7372 0.7378 0.7530
H -2.4774 -1.7783 2.1257
H -0.6332 1.5562 2.0506
H 0.4882 -1.0308 3.3090
H -0.3590 0.2168 3.9952
H 2.7304 0.5214 2.6740
H 1.2442 -0.0757 0.4233
H 1.3845 1.5161 0.8260
H -1.8005 1.8072 -1.3164
H -0.7813 2.3669 -2.4236
O -0.8729 1.8188 -1.6305
H 1.0412 0.0026 -3.7669
H 0.5987 0.7920 -2.6168
O 1.1927 0.8702 -3.3766
H 2.7378 -0.9771 -1.1212
H 1.2741 -1.2511 -1.3412
O 1.9981 -1.5058 -0.7817
H -2.7248 -2.2669 0.4629
H -1.8392 -3.3685 0.9980
O -2.5800 -2.7873 1.2689
H -3.6081 2.1247 0.0850
H -2.9606 0.6837 -0.2033
O -3.3259 1.4818 -0.5735
H 0.1321 -3.8018 -0.7208
H -0.2216 -2.4086 -0.1963
O -0.6105 -3.2056 -0.5648
H -0.2988 -2.3393 -2.2108
H -0.1222 -0.9004 -1.6340
O -0.0141 -1.4440 -2.4259
H 0.0326 2.6666 0.0842
H 0.7311 3.9822 -0.0928
O 0.3968 3.3902 0.5974
H 3.3792 0.9831 -2.5332
H 3.7728 1.5737 -1.1485
O 3.9253 0.8376 -1.7513
*
```